{
  "formula": "C3H15N2O3",
  "method": "ωB97M-V with the def2-TZVPD basis set",
  "total_charge": 1,
  "relative_energy_kj_mol": 17.38,
  "symbols": ["C", "C", "N", "C", "N", "H", "H", "H", "H", "H", "H", "H", "H", "H", "H", "H", "O", "H", "H", "O", "H", "H", "O"],
  "coordinates": [[-2.20, -0.84, -1.61], [-1.59, 0.28, -0.81], [-0.26, -0.05, -0.23], [0.09, -1.22, 0.20], [1.36, -1.48, 0.46], [-2.65, -1.60, -0.96], [-3.08, -0.48, -2.15], [-1.46, -1.38, -2.20], [-1.40, 1.16, -1.42], [-2.23, 0.59, 0.02], [0.35, 0.76, -0.29], [-0.59, -2.03, 0.41], [2.09, -0.79, 0.41], [1.67, -2.35, 0.86], [1.55, 2.76, -0.88], [1.15, 2.86, -2.36], [0.86, 2.49, -1.51], [1.67, 3.12, 1.30], [3.10, 3.34, 1.00], [2.38, 2.73, 0.77], [-0.68, -2.56, 3.17], [-2.05, -2.47, 2.53], [-1.11, -2.57, 2.31]],
  "lowdin_charge": [-0.08, -0.19, 0.08, -0.16, 0.19, 0.08, 0.09, 0.09, 0.11, 0.13, 0.12, 0.13, 0.13, 0.13, 0.00, 0.06, -0.07, 0.07, 0.07, -0.05, 0.06, 0.06, -0.05]
}



{
  "formula": "C3H15N2O3S",
  "method": "ωB97M-V with the def2-TZVPD basis set",
  "total_charge": -1,
  "relative_energy_kj_mol": 259.59,
  "symbols": ["C", "C", "S", "N", "C", "N", "H", "H", "H", "H", "H", "H", "H", "H", "H", "H", "H", "O", "H", "H", "O", "H", "H", "O"],
  "coordinates": [[-1.34, 0.60, 0.63], [-2.05, 0.41, -0.66], [-1.00, -0.01, -2.01], [-1.47, -0.52, 1.62], [-0.65, -1.62, 1.15], [0.67, -1.30, 1.74], [-1.59, 1.73, 0.99], [-0.24, 0.72, 0.61], [-2.53, -0.61, -0.56], [-2.69, 1.29, -1.05], [-2.43, -0.80, 1.74], [-1.08, -2.52, 1.59], [-0.51, -1.67, 0.02], [0.75, -1.34, 2.75], [1.15, -0.51, 1.49], [1.17, 0.31, -0.35], [0.74, 0.61, -1.75], [1.53, 0.82, -1.04], [1.59, 2.61, -1.11], [1.38, 3.86, -0.11], [1.74, 3.65, -0.97], [2.11, -2.46, -2.19], [2.06, -1.30, -1.07], [2.68, -1.96, -1.47]],
  "lowdin_charge": [-0.34, -0.72, 0.40, -0.10, -0.29, 0.01, 0.14, 0.06, 0.04, 0.06, 0.08, 0.11, 0.08, 0.06, -0.01, -0.08, -0.08, -0.22, 0.04, -0.01, -0.15, 0.09, -0.01, -0.14]
}



{
  "formula": "C3H15NO3",
  "method": "ωB97M-V with the def2-TZVPD basis set",
  "smiles": "CC(C)N.O.O.O",
  "total_charge": 0,
  "relative_energy_kj_mol": 252.19,
  "symbols": ["C", "C", "C", "N", "H", "H", "H", "H", "H", "H", "H", "H", "H", "O", "H", "H", "O", "H", "H", "O", "H", "H"],
  "coordinates": [[-1.09, 0.86, -1.00], [-1.02, -0.36, -0.13], [-2.39, -1.07, 0.24], [-0.32, -1.42, -1.06], [-1.88, 0.92, -1.79], [-1.28, 1.72, -0.43], [-0.10, 1.19, -1.50], [-0.26, -0.25, 0.69], [-3.05, -0.25, 0.69], [-2.78, -1.47, -0.81], [-2.27, -1.80, 1.20], [-0.19, -1.12, -2.00], [-0.96, -2.12, -1.06], [2.53, 0.51, 1.49], [3.29, 0.89, 1.04], [2.59, -0.41, 1.18], [2.88, -0.29, -1.02], [1.85, -0.26, -0.91], [3.18, 0.11, -1.73], [0.12, 1.42, 2.26], [0.32, 2.23, 2.71], [0.84, 0.97, 1.93]],
  "lowdin_charge": [-0.11, -0.44, -0.08, 0.01, 0.09, 0.04, 0.10, 0.10, 0.08, 0.11, 0.12, 0.04, -0.02, -0.06, 0.05, 0.05, -0.03, 0.09, -0.06, -0.04, 0.04, -0.08]
}



{
  "formula": "C3H15NO3",
  "method": "ωB97M-V with the def2-TZVPD basis set",
  "smiles": "CCCN.O.O.O",
  "total_charge": 0,
  "relative_energy_kj_mol": 165.49,
  "symbols": ["C", "C", "C", "N", "H", "H", "H", "H", "H", "H", "H", "H", "H", "O", "H", "H", "O", "H", "H", "O", "H", "H"],
  "coordinates": [[-1.22, -1.46, -0.97], [-1.65, -1.15, 0.46], [-1.91, 0.35, 0.68], [-0.87, 1.23, 0.16], [-1.90, -1.06, -1.74], [-1.37, -2.54, -1.00], [-0.20, -1.23, -1.26], [-2.58, -1.67, 0.70], [-1.05, -1.66, 1.23], [-2.14, 0.50, 1.74], [-2.84, 0.53, 0.13], [-0.01, 1.06, 0.68], [-1.11, 2.21, 0.15], [2.63, -0.16, -0.55], [1.88, 0.27, -1.10], [3.51, 0.11, -0.82], [0.70, 1.00, -1.82], [-0.07, 1.18, -1.05], [1.56, 1.21, -1.46], [1.33, -0.06, 2.03], [1.90, 0.43, 2.63], [1.87, -0.21, 1.23]],
  "lowdin_charge": [-0.10, -0.25, -0.25, 0.01, 0.08, 0.07, 0.05, 0.10, 0.10, 0.11, 0.11, 0.08, 0.11, -0.10, -0.01, 0.05, -0.15, 0.03, -0.01, -0.06, 0.04, 0.00]
}



{
  "formula": "C3H15NO3",
  "method": "ωB97M-V with the def2-TZVPD basis set",
  "smiles": "CCCN.O.O.O",
  "total_charge": 0,
  "relative_energy_kj_mol": 179.37,
  "symbols": ["C", "C", "C", "N", "H", "H", "H", "H", "H", "H", "H", "H", "H", "O", "H", "H", "O", "H", "H", "O", "H", "H"],
  "coordinates": [[1.19, 0.99, 1.94], [1.64, -0.26, 1.14], [1.34, -0.30, -0.36], [0.62, -1.44, -0.90], [0.45, 0.65, 2.67], [0.85, 1.74, 1.22], [2.05, 1.47, 2.42], [2.61, -0.67, 1.43], [1.01, -1.06, 1.73], [2.32, -0.19, -0.93], [0.83, 0.69, -0.52], [-0.34, -1.28, -0.65], [0.99, -2.33, -0.57], [-0.12, -0.96, -3.58], [-0.31, -0.02, -3.67], [-0.16, -1.19, -2.63], [-2.39, 2.13, -0.65], [-1.67, 2.17, 0.02], [-1.83, 2.44, -1.38], [-2.81, -1.26, 1.13], [-2.67, -0.36, 1.49], [-3.60, -0.95, 0.65]],
  "lowdin_charge": [-0.11, -0.27, -0.30, -0.01, 0.07, 0.05, 0.07, 0.10, 0.12, 0.13, 0.10, 0.07, 0.10, -0.09, 0.01, -0.02, -0.07, 0.03, 0.04, -0.08, 0.04, 0.04]
}



{
  "formula": "C3H15NO3",
  "method": "ωB97M-V with the def2-TZVPD basis set",
  "smiles": "CN(C)C.O.O.O",
  "total_charge": 0,
  "relative_energy_kj_mol": 264.13,
  "symbols": ["C", "N", "C", "C", "H", "H", "H", "H", "H", "H", "H", "H", "H", "O", "H", "H", "O", "H", "H", "O", "H", "H"],
  "coordinates": [[1.65, 2.33, -0.94], [1.05, 0.99, -0.32], [1.06, -0.09, -1.32], [-0.36, 1.35, 0.21], [2.72, 2.06, -1.01], [1.18, 2.66, -1.84], [1.38, 2.95, -0.09], [0.55, -0.88, -0.86], [2.07, -0.52, -1.55], [0.49, 0.30, -2.31], [-1.00, 0.65, 0.69], [-0.39, 2.16, 0.95], [-0.86, 1.59, -0.73], [-4.01, -2.09, -1.84], [-3.98, -1.17, -2.12], [-4.93, -2.09, -1.56], [1.37, 0.08, 2.47], [0.99, 0.67, 1.78], [1.24, 0.64, 3.19], [0.02, -2.21, 1.42], [0.66, -1.66, 1.76], [-0.70, -1.95, 1.96]],
  "lowdin_charge": [-0.05, -0.31, -0.13, -0.11, 0.09, 0.05, 0.06, 0.03, 0.09, 0.12, 0.06, 0.08, 0.07, -0.06, 0.02, 0.04, -0.04, 0.01, 0.02, -0.01, -0.05, 0.01]
}



Number 1: energy -12471.656 eV, Kohn-Sham gap 11.62 eV. Number 2: energy -23311.592 eV, Kohn-Sham gap 7.20 eV. Number 3: energy -10984.997 eV, Kohn-Sham gap 10.02 eV. Number 4: energy -10985.896 eV, Kohn-Sham gap 10.62 eV. Number 5: energy -10985.752 eV, Kohn-Sham gap 9.91 eV. Number 6: energy -10984.873 eV, Kohn-Sham gap 9.44 eV.